No. 1
{"formula": "HO7S2", "method": "the ωB97M-V functional and the def2-TZVPD basis", "total_charge": -2, "relative_energy_kcal_mol": 16.1, "spin_multiplicity": 2, "homo_ha": [-0.07975, -0.07964], "fmax_ha_per_bohr": 0.0606, "e_lumo_ev": [6.053, 5.039], "species": ["O", "S", "O", "O", "O", "H", "S", "O", "O", "O"], "coordinates": [[0.69, 1.20, 3.97], [1.17, 2.58, 3.57], [2.04, 3.32, 4.50], [2.16, 1.89, 2.59], [0.02, 3.33, 3.09], [4.17, 2.45, 1.75], [5.53, 2.62, 1.24], [5.41, 3.84, 0.45], [6.37, 2.77, 2.43], [5.69, 1.37, 0.49]], "nbo_charge": [-0.83, 2.48, -0.99, -0.67, -1.00, -0.08, 2.24, -1.05, -1.04, -1.05]}

***

No. 2
{"formula": "C15H19F3NO6S2", "method": "the ωB97M-V functional and the def2-TZVPD basis", "total_charge": -1, "relative_energy_kcal_mol": 46.7, "homo_ha": -0.11499, "fmax_ha_per_bohr": 0.1238, "e_lumo_ev": 2.810, "species": ["C", "N", "S", "C", "F", "F", "F", "S", "C", "C", "C", "C", "C", "C", "O", "O", "H", "H", "H", "H", "H", "H", "H", "H", "H", "C", "C", "O", "O", "C", "C", "C", "O", "O", "C", "C", "H", "H", "H", "H", "H", "H", "H", "H", "H", "H"], "coordinates": [[0.92, 0.92, -0.68], [2.36, 0.96, -0.50], [3.09, -0.10, -1.62], [4.63, -0.76, -0.93], [5.62, 0.17, -0.92], [4.52, -1.30, 0.31], [4.99, -1.76, -1.80], [2.87, 1.93, 0.80], [1.83, 1.15, 2.00], [0.67, 1.77, 2.51], [-0.22, 0.97, 3.22], [0.05, -0.39, 3.42], [1.22, -0.97, 2.94], [2.17, -0.17, 2.33], [4.25, 1.62, 1.03], [2.38, 3.26, 0.60], [0.83, 0.19, -1.51], [0.43, 0.51, 0.22], [0.50, 1.89, -0.96], [0.46, 2.83, 2.30], [-1.14, 1.39, 3.63], [-0.64, -1.01, 3.97], [1.37, -2.04, 3.06], [3.16, -0.54, 2.05], [-0.71, -1.38, -0.58], [-0.93, -0.34, -0.81], [-1.19, 0.00, -2.23], [-1.59, 1.08, -2.65], [-0.83, -1.01, -3.07], [-1.41, -0.78, -4.37], [-0.85, -1.79, -5.33], [-1.97, 0.27, 0.03], [-2.58, 1.28, -0.26], [-2.20, -0.37, 1.22], [-3.51, 0.00, 1.72], [-3.66, -0.27, 3.19], [-2.50, -0.88, -4.27], [-1.17, 0.24, -4.68], [-1.49, -1.77, -6.22], [0.16, -1.52, -5.64], [-0.85, -2.81, -4.91], [-3.64, 1.07, 1.53], [-4.23, -0.56, 1.12], [-4.72, -0.24, 3.42], [-3.27, -1.25, 3.49], [-3.17, 0.51, 3.78]], "nbo_charge": [-0.45, -0.89, 0.43, 0.81, -0.32, -0.33, -0.34, 2.33, -0.27, -0.21, -0.20, -0.18, -0.21, -0.22, -0.94, -0.92, 0.23, 0.25, 0.24, 0.25, 0.22, 0.21, 0.21, 0.24, 0.21, -0.69, 0.74, -0.67, -0.55, -0.08, -0.62, 0.72, -0.69, -0.56, -0.09, -0.62, 0.17, 0.20, 0.20, 0.20, 0.21, 0.22, 0.17, 0.20, 0.20, 0.19]}

***

No. 3
{"formula": "BH3O", "method": "the ωB97M-V functional and the def2-TZVPD basis", "relative_energy_kcal_mol": 100.8, "homo_ha": [-0.41290, -0.38897], "fmax_ha_per_bohr": 0.0503, "e_lumo_ev": [0.220, -2.394], "species": ["B", "O", "H", "H", "H"], "coordinates": [[-0.35, 0.33, 0.52], [0.38, -0.67, 0.63], [-0.77, 0.55, -0.64], [-0.61, 1.11, 1.43], [0.45, -2.15, -1.05]], "nbo_charge": [0.46, -0.51, 0.00, -0.01, 0.05]}

***

No. 4
{"formula": "C7H12O2", "method": "the ωB97M-V functional and the def2-TZVPD basis", "relative_energy_kcal_mol": 163.8, "smiles": "CO[C@]12C[C@]1(C)CCO2", "homo_ha": -0.31472, "fmax_ha_per_bohr": 0.0878, "e_lumo_ev": 0.928, "species": ["C", "C", "C", "C", "C", "C", "C", "H", "H", "H", "H", "H", "H", "H", "H", "H", "H", "H", "H", "O", "O"], "coordinates": [[-1.59, -1.01, -1.77], [0.07, -0.51, -0.14], [-0.37, -1.35, 1.15], [0.18, 0.04, 1.14], [1.62, 0.09, 1.69], [-0.09, 1.49, 0.68], [0.56, 1.47, -0.74], [-2.02, -2.16, -1.67], [-0.77, -1.20, -2.65], [-2.58, -0.59, -2.18], [-1.44, -1.57, 1.11], [0.26, -2.28, 1.55], [1.86, -0.36, 2.75], [2.01, 1.16, 1.57], [2.23, -0.54, 0.95], [-1.06, 1.96, 0.49], [0.65, 2.20, 1.24], [1.50, 1.96, -0.62], [0.04, 2.20, -1.59], [-1.25, -0.36, -0.58], [0.88, 0.10, -1.04]], "nbo_charge": [-0.28, 0.48, -0.33, -0.18, -0.61, -0.42, -0.09, 0.15, 0.20, 0.20, 0.25, 0.23, 0.23, 0.21, 0.22, 0.24, 0.21, 0.17, 0.19, -0.58, -0.50]}

***

No. 5
{"formula": "C18H23N3O6", "method": "the ωB97M-V functional and the def2-TZVPD basis", "relative_energy_kcal_mol": 61.0, "smiles": "Cc1cc(C(=O)NCC(=O)OCC(=O)N2CCCCCC2)ccc1[N+](=O)[O-]", "homo_ha": -0.35434, "fmax_ha_per_bohr": 0.0292, "e_lumo_ev": -0.461, "species": ["C", "C", "C", "C", "C", "C", "C", "N", "O", "O", "H", "H", "C", "O", "N", "H", "C", "C", "O", "O", "C", "H", "H", "C", "O", "N", "C", "H", "C", "H", "H", "C", "C", "C", "C", "H", "H", "H", "H", "H", "H", "H", "H", "H", "H", "H", "H", "H", "H", "H"], "coordinates": [[0.77, -2.39, 6.02], [0.49, -1.94, 4.63], [0.30, -0.58, 4.38], [0.02, -0.09, 3.12], [-0.05, -0.96, 2.03], [0.14, -2.31, 2.25], [0.41, -2.80, 3.53], [0.58, -4.22, 3.64], [1.06, -4.68, 4.66], [0.25, -4.90, 2.69], [0.09, -3.01, 1.43], [-0.24, -0.60, 1.03], [-0.14, 1.40, 2.97], [0.44, 2.18, 3.70], [-1.00, 1.78, 2.00], [-1.38, 1.10, 1.36], [-1.11, 3.16, 1.58], [-0.82, 3.13, 0.09], [0.27, 3.14, -0.42], [-1.97, 2.98, -0.60], [-1.80, 2.48, -1.91], [-2.78, 2.54, -2.39], [-1.06, 3.09, -2.45], [-1.31, 1.03, -1.78], [-1.25, 0.52, -0.67], [-0.97, 0.36, -2.89], [-1.02, 0.88, -4.24], [-1.82, 0.36, -4.79], [0.31, 0.72, -4.98], [0.33, 1.47, -5.77], [0.35, -0.26, -5.47], [1.54, 0.86, -4.08], [1.96, -0.46, -3.44], [1.04, -0.92, -2.31], [-0.43, -0.98, -2.71], [-1.00, -1.47, -1.92], [-0.56, -1.53, -3.64], [1.14, -0.23, -1.46], [1.36, -1.91, -1.97], [2.00, -1.23, -4.21], [2.97, -0.35, -3.03], [1.36, 1.61, -3.31], [2.37, 1.22, -4.70], [-1.29, 1.94, -4.20], [-0.35, 3.74, 2.13], [-2.11, 3.55, 1.77], [0.37, 0.13, 5.20], [0.10, -3.19, 6.32], [1.79, -2.79, 6.10], [0.67, -1.56, 6.72]], "nbo_charge": [-0.63, -0.01, -0.12, -0.10, -0.22, -0.18, 0.07, 0.52, -0.38, -0.39, 0.24, 0.25, 0.65, -0.61, -0.60, 0.43, -0.32, 0.80, -0.58, -0.50, -0.18, 0.22, 0.22, 0.68, -0.68, -0.42, -0.20, 0.20, -0.42, 0.22, 0.20, -0.41, -0.39, -0.41, -0.22, 0.23, 0.20, 0.22, 0.21, 0.19, 0.22, 0.21, 0.22, 0.21, 0.26, 0.21, 0.23, 0.24, 0.24, 0.21]}

***

No. 6
{"formula": "C5H10N4O", "method": "the ωB97M-V functional and the def2-TZVPD basis", "relative_energy_kcal_mol": 80.1, "smiles": "c1c[nH]nn1.C=NCCO", "homo_ha": -0.35945, "fmax_ha_per_bohr": 0.0825, "e_lumo_ev": 0.594, "species": ["C", "C", "C", "C", "C", "N", "N", "N", "N", "O", "H", "H", "H", "H", "H", "H", "H", "H", "H", "H"], "coordinates": [[3.03, 1.41, -0.34], [4.28, 0.99, -0.56], [-0.02, -1.90, 1.59], [-1.63, -0.34, 0.87], [-1.59, 0.78, -0.14], [2.41, 0.37, 0.21], [4.37, -0.29, -0.13], [3.23, -0.68, 0.34], [-0.23, -0.73, 1.18], [-2.84, 1.28, -0.34], [2.55, 2.32, -0.64], [5.09, 1.45, -1.07], [1.59, 0.42, 0.68], [-0.86, -2.60, 1.64], [0.93, -2.33, 1.75], [-2.42, -0.18, 1.71], [-2.18, -1.18, 0.44], [-1.20, 0.26, -1.07], [-1.08, 1.59, 0.44], [-2.82, 2.14, -0.84]], "nbo_charge": [-0.09, -0.14, -0.01, -0.28, -0.08, -0.33, -0.24, -0.07, -0.44, -0.72, 0.22, 0.21, 0.42, 0.13, 0.19, 0.22, 0.18, 0.17, 0.17, 0.48]}

***

No. 7
{"formula": "C5H6O", "method": "the ωB97M-V functional and the def2-TZVPD basis", "relative_energy_kcal_mol": 42.6, "smiles": "C1=C[C@H]2O[C@H]2C1", "homo_ha": -0.34014, "fmax_ha_per_bohr": 0.0122, "e_lumo_ev": 1.151, "species": ["C", "C", "C", "O", "C", "C", "H", "H", "H", "H", "H", "H"], "coordinates": [[-0.66, -0.97, 0.28], [0.86, -0.93, 0.30], [1.31, 0.26, -0.13], [-0.93, 0.81, -1.26], [-1.03, 0.51, 0.12], [0.16, 1.19, -0.41], [-1.13, -1.55, 1.08], [-0.96, -1.40, -0.68], [1.47, -1.78, 0.57], [2.34, 0.58, -0.13], [-1.77, 1.02, 0.76], [0.34, 2.26, -0.51]], "nbo_charge": [-0.48, -0.15, -0.24, -0.49, 0.06, 0.01, 0.22, 0.25, 0.21, 0.22, 0.20, 0.20]}